# 1
ORCA calculation (ωB97M-V/def2-TZVPD) on 2 unconnected molecules or ions with the total composition C23H21N2 at a distorted geometry.

The geometry in ORCA input format:
```
! RIJCOSX wB97M-V def2-TZVPD def2/J DEFGRID3
* xyz 1 1
C -3.1640 -0.2803 1.9933
C -1.7204 0.1201 2.1343
C -0.7477 -0.8716 2.3858
C 0.6035 -0.5071 2.4995
C 0.9383 0.8698 2.3564
N 2.3262 0.9800 2.4299
C 2.8750 -0.2665 2.6405
C 1.8570 -1.2157 2.7329
C -0.0044 1.8535 2.0799
C -1.3490 1.4667 1.9970
H -3.7882 0.6129 1.9545
H -3.3353 -0.8479 1.0685
H -3.4949 -0.9076 2.8307
H -1.0228 -1.9313 2.5215
H 2.8348 1.8559 2.3088
H 3.9330 -0.3978 2.7843
H 1.9633 -2.2887 2.5403
H 0.3025 2.8819 1.9082
H -2.1316 2.1928 1.7954
C 0.8042 -3.4002 4.4680
C 2.0506 -2.5561 4.5688
N 3.2006 -3.2280 4.8576
C 4.2608 -2.7839 5.6999
C 4.2610 -1.8816 6.7473
C 5.4382 -1.7747 7.5289
C 6.5852 -2.5533 7.2441
C 6.5607 -3.4912 6.2088
C 5.3821 -3.6158 5.4781
C 5.0257 -4.5740 4.4898
C 3.6737 -4.3664 4.1319
C 3.0825 -5.1579 3.1628
C 3.8738 -6.1688 2.5628
C 5.2226 -6.3535 2.9143
C 5.8127 -5.5556 3.8915
H -0.0232 -2.8275 4.9048
H 0.5110 -3.5902 3.4178
H 0.8787 -4.4014 4.9409
H 1.9858 -1.5686 5.0254
H 3.3570 -1.3059 6.9505
H 5.4704 -1.0837 8.3722
H 7.4954 -2.4221 7.8405
H 7.4095 -4.1265 5.9483
H 2.0405 -5.0018 2.9043
H 3.4238 -6.8184 1.8125
H 5.8117 -7.1241 2.4093
H 6.8555 -5.6472 4.1914
*
```

As for the energy above the lowest of the compared OMol25 structures with the same formula, charge and spin: 20.9 kJ/mol. As for the LUMO energy: -4.41 eV. The value obtained for the molar mass is 325.435 g mol⁻¹. For the total energy, the calculation gives -27165.192 eV. The value obtained for the HOMO energy is -11.1 eV. The HOMO-LUMO gap is 0.2458 Ha.


# 2
ORCA calculation (ωB97M-V/def2-TZVPD) on a molecular structure, C26H26FN8O2PrS2 at a distorted geometry.

The geometry in ORCA input format:
```
! RIJCOSX wB97M-V def2-TZVPD def2/J DEFGRID3
* xyz 0 3
Pr -0.2415 0.8267 0.0353
N 4.3899 0.6194 0.8966
C 3.0961 0.9258 1.0421
N 2.1115 0.1183 0.8215
C 2.3829 -1.1741 0.3536
N 1.5169 -2.0461 -0.0118
N 0.1445 -1.6843 0.0907
C -0.5509 -2.4809 -0.6011
C -2.8272 -1.6455 -0.1516
C -4.0982 -2.1788 -0.0033
C -5.0895 -1.3280 0.4353
C -4.7859 0.0028 0.7093
C -3.4872 0.4218 0.5334
N -2.5141 -0.4012 0.0958
C 3.8025 -1.5921 0.2393
C 4.1843 -2.8815 -0.1359
C 5.5170 -3.2199 -0.2312
C 6.4983 -2.2649 0.0507
C 6.1436 -0.9871 0.4226
C 4.7917 -0.6643 0.5138
H 5.0716 1.3305 1.0934
H 2.8850 1.9347 1.3751
H -0.1128 -3.2661 -1.2029
H -4.2717 -3.2220 -0.2240
H -6.0970 -1.7018 0.5690
H -5.5330 0.7015 1.0568
H -3.1897 1.4413 0.7437
H 3.4074 -3.6023 -0.3500
H 5.8007 -4.2226 -0.5225
H 7.5457 -2.5286 -0.0198
H 6.8979 -0.2412 0.6434
N 0.2971 4.1856 -2.4835
C -0.1011 3.5846 -1.3220
S -1.6743 2.8016 -1.3483
N 0.7310 3.7428 -0.3160
N 0.3907 3.0064 0.8139
C 0.8822 3.3695 1.9297
C 0.8056 2.5685 3.1624
C 1.5084 3.0597 4.2702
C 1.5600 2.3733 5.4665
C 0.8873 1.1505 5.5557
C 0.1837 0.6428 4.4806
C 0.1171 1.3343 3.2595
O -0.5631 0.8407 2.2461
H -0.1573 3.8648 -3.3191
H 1.2821 4.3845 -2.5498
H 1.4450 4.3053 1.9620
H 2.0211 4.0119 4.1703
H 2.1038 2.7749 6.3108
H 0.9152 0.5911 6.4841
H -0.3414 -0.3026 4.5467
O -1.8994 -2.5449 -0.6396
S -1.8936 -0.3567 -3.2122
C -3.6389 0.1608 -3.2011
C -4.3925 -0.8591 -4.0598
C -3.6888 -2.2002 -3.8822
C -2.2007 -1.9210 -4.0753
H -3.7228 1.1739 -3.5868
H -4.0125 0.1635 -2.1752
H -4.3510 -0.5599 -5.1103
H -5.4471 -0.9049 -3.7805
H -4.0576 -2.9648 -4.5691
H -3.8583 -2.5620 -2.8634
H -1.9553 -1.8273 -5.1339
H -1.5702 -2.7024 -3.6509
F 1.0069 0.6251 -1.6467
*
```

As for the energy above the lowest of the compared OMol25 structures with the same formula, charge and spin: 0.0 kJ/mol. As for the LUMO energy (spin up / spin down): 0.00 / 0.00 eV. The value obtained for the molar mass is 706.588 g mol⁻¹. For the total energy, the calculation gives -81860.861 eV. The value obtained for the HOMO energy (spin up / spin down) is -7.1 / -7.1 eV. The HOMO-LUMO gap (spin up / spin down) is 0.2624 / 0.2627 Ha.